C8H21I2OP2Pb | ωB97M-V with the def2-TZVPD basis set

```
35
Properties=species:S:1:pos:R:3:nbo_charge:R:1
Pb 0.01 -0.42 -0.24 1.16
I 0.36 -0.90 -4.39 0.15
I -0.43 1.84 -3.48 0.05
P -2.73 -0.12 -0.07 1.16
P 2.74 -0.03 -0.06 1.16
O -0.06 3.29 0.75 -0.34
C -0.04 2.18 0.48 0.50
C 3.36 -1.29 1.12 -0.97
C -3.53 1.48 0.36 -0.96
C 3.24 -0.52 -1.73 -0.98
C -3.31 -1.40 1.11 -0.97
C 0.01 -0.69 2.06 -1.02
C 3.48 1.60 0.38 -0.96
C -3.21 -0.63 -1.75 -0.98
H 2.88 -2.27 0.88 0.28
H 3.14 1.90 1.39 0.28
H -3.08 -1.08 2.14 0.28
H -0.86 -0.12 2.34 0.22
H -3.21 1.79 1.37 0.28
H -4.40 -1.57 1.05 0.33
H -2.68 -1.59 -1.98 0.27
H 3.11 -0.98 2.15 0.28
H 4.45 -1.42 1.06 0.33
H -2.91 0.18 -2.45 0.28
H 0.04 -1.75 2.41 0.28
H 2.75 -1.50 -1.97 0.27
H -4.29 -0.78 -1.84 0.31
H -3.21 2.24 -0.37 0.28
H 4.33 -0.64 -1.82 0.31
H 2.92 0.27 -2.44 0.28
H -4.62 1.43 0.35 0.33
H 0.86 -0.07 2.34 0.22
H 3.14 2.35 -0.35 0.28
H -2.80 -2.37 0.87 0.28
H 4.57 1.59 0.37 0.33
```

The gap between HOMO and LUMO (spin up / spin down) is 4.6 / 4.6 eV. The total charge is +3. As for the spin multiplicity: 1.

---

C45H43N5O2PdSTe | ωB97M-V with the def2-TZVPD basis set

```
98
Properties=species:S:1:pos:R:3:mulliken_spin:R:1
Te -1.72 2.35 1.11 0.16
Pd 0.03 2.62 -0.80 0.46
S 1.72 4.86 -3.11 0.00
O 2.12 -9.64 -3.85 0.00
O -2.38 2.42 -2.07 0.01
N -1.20 0.98 -0.68 0.23
N 0.75 1.55 -2.68 -0.01
N 2.34 1.27 -0.50 0.02
N 1.11 -3.32 -3.32 0.00
N 2.41 -3.55 -1.54 0.00
C -5.29 -1.57 -0.73 0.01
C -3.13 1.52 4.10 0.02
C 1.32 -7.49 -4.26 0.00
C -0.38 0.65 -4.60 0.00
C -0.11 -1.31 2.83 0.00
C -3.17 -1.03 -1.73 -0.01
C -2.68 2.96 4.10 0.00
C 3.17 1.15 0.51 0.00
C 2.88 -10.53 -3.06 0.00
C 3.36 -1.21 0.28 0.00
C -1.99 3.55 3.02 0.01
C 1.17 0.30 -2.36 0.01
C 0.80 -0.82 -3.14 -0.01
C -4.15 -1.96 -1.41 0.00
C 3.72 -0.06 0.95 0.01
C -2.22 1.32 -1.48 -0.05
C 0.90 -0.91 3.69 0.00
C -2.98 3.72 5.23 0.00
C -0.47 1.00 2.18 0.00
C 1.79 -4.18 -2.58 0.00
C 1.52 4.52 -1.34 0.02
C 3.40 4.22 -3.32 0.00
C -0.79 -0.36 2.09 0.00
C -3.34 0.31 -1.39 0.02
C -5.48 -0.24 -0.40 -0.01
C -3.00 5.85 6.55 0.00
C 2.01 0.15 -1.20 0.01
C 2.09 -8.34 -3.47 0.00
C -2.02 5.65 4.23 0.01
C 2.50 -1.12 -0.81 0.01
C 1.91 -5.60 -2.86 0.00
C -1.71 4.92 3.09 -0.03
C -1.08 5.61 1.91 0.01
C 0.00 1.70 -3.77 0.03
C -2.65 5.06 5.31 0.00
C 1.23 -6.15 -3.96 0.00
C -4.52 0.70 -0.75 0.01
C 0.59 1.40 3.01 0.00
C 0.02 -0.63 -4.28 0.07
C 1.06 2.82 3.08 0.00
C 1.24 0.43 3.77 0.00
C 2.77 -7.82 -2.38 0.00
C 2.68 -6.47 -2.08 0.00
C 1.29 -2.10 -2.73 -0.01
C 2.10 -2.22 -1.61 -0.01
H -3.65 1.29 3.17 -0.01
H 3.37 -8.46 -1.74 0.00
H -0.97 0.85 -5.48 0.00
H 2.02 2.89 3.61 0.00
H 2.77 -11.51 -3.51 0.00
H 1.43 -1.64 4.29 0.00
H 3.94 -10.25 -3.05 0.00
H 2.10 3.63 -1.10 0.00
H 1.86 5.38 -0.76 0.00
H -0.37 -2.36 2.75 0.00
H 2.98 -3.98 -0.83 0.00
H -3.79 1.32 4.94 0.00
H 0.79 -7.91 -5.11 0.00
H 3.75 -2.17 0.60 0.00
H 0.34 3.45 3.60 0.00
H -0.33 2.71 -3.99 0.01
H 3.42 3.16 -3.06 0.00
H 1.19 3.21 2.07 -0.01
H 2.05 0.74 4.43 0.00
H 4.39 -0.08 1.79 0.00
H 3.44 2.07 1.02 0.00
H -0.66 6.58 2.18 0.00
H 0.64 -5.47 -4.57 0.00
H -2.28 0.83 4.17 0.00
H -3.50 3.26 6.06 0.00
H -4.01 -3.00 -1.68 0.00
H -1.83 5.78 1.13 0.00
H 3.22 -6.09 -1.23 0.00
H 2.52 -10.56 -2.02 0.00
H -2.62 5.35 7.45 0.00
H -4.67 1.75 -0.53 0.00
H -0.30 5.00 1.46 -0.01
H -6.37 0.07 0.13 0.00
H 4.10 4.78 -2.71 0.00
H 3.66 4.35 -4.37 0.00
H -4.08 5.94 6.66 0.00
H -6.04 -2.31 -0.45 0.00
H -1.59 -0.66 1.43 0.00
H -2.26 -1.33 -2.24 0.01
H -1.78 6.71 4.27 0.00
H -2.58 6.85 6.52 0.00
H 0.41 4.37 -1.17 0.00
H -0.28 -1.48 -4.87 0.00
```

The gap between HOMO and LUMO (spin up / spin down) is 4.0 / 5.7 eV. The total charge is -1. As for the spin multiplicity: 2.

---

DFT total energy (computed, eV): -50679.3843 -80517.4079
Energy above the lowest of the compared OMol25 structures with the same formula, charge and spin (computed, eV): 0.000 1.035
F_max (computed, eV/Å): 4.2 1.3